No. 1
{"formula": "C46H35N11O3PSr", "method": "ωB97M-V/def2-TZVPD", "orbital_gap_ev": 8.108, "total_charge": 1, "de_lowest_kj_mol": 56.6, "species": ["H", "H", "N", "C", "H", "H", "C", "H", "H", "C", "H", "H", "C", "H", "C", "N", "C", "C", "H", "H", "H", "O", "C", "C", "N", "C", "N", "H", "H", "C", "H", "H", "N", "H", "C", "H", "C", "H", "C", "C", "C", "H", "C", "C", "C", "O", "C", "H", "C", "C", "C", "C", "C", "C", "C", "C", "C", "C", "C", "N", "H", "N", "C", "H", "H", "N", "C", "C", "H", "N", "H", "C", "N", "H", "C", "P", "C", "C", "H", "H", "O", "H", "H", "C", "H", "H", "C", "C", "H", "C", "C", "C", "Sr", "C", "N", "H", "C"], "coordinates": [[2.34236, -3.97727, 2.21759], [-2.24198, 4.84158, 2.59134], [-4.52216, -1.74199, 1.19554], [2.81668, -5.33842, -0.85555], [-0.38643, 1.71682, -3.33650], [-7.17614, 0.31550, 0.90074], [-0.51252, 5.08847, 1.34322], [1.81882, 7.19586, -0.92734], [3.60676, -1.44260, -0.87814], [1.85229, 3.20440, -3.28904], [-2.02867, 0.21177, -4.84968], [0.78458, 8.20721, 1.10420], [2.52773, -0.17881, 0.48698], [-1.39839, -6.36584, 1.34079], [1.58966, 1.99786, -4.09655], [-1.41413, -1.23131, -3.46165], [-1.37867, 4.27034, 2.27528], [0.89539, 5.28915, -0.59981], [1.75079, 1.33421, 1.80832], [0.90899, -1.09862, -6.30986], [3.13935, -6.05308, 1.14452], [-1.61812, -1.52674, 3.55418], [-5.26088, -0.62927, 1.01974], [2.36339, -1.33911, 5.62026], [-1.81609, -5.49022, 1.09258], [1.78338, -1.43890, 2.87941], [2.56112, 5.05511, -2.42936], [-4.71405, 0.29270, 0.85885], [-0.70750, 6.86612, 2.53723], [1.53227, 4.66659, -1.77382], [-1.05704, 1.47633, 2.92909], [3.06827, 0.09649, -6.47741], [-7.71025, -5.25036, 1.94915], [5.23770, 0.27057, -1.52933], [-5.19316, -2.88138, 1.43119], [-0.82435, 3.98374, 3.16294], [-0.25625, 6.41689, 1.65412], [3.49978, 2.09557, -5.06225], [-1.21398, -0.49558, -4.72936], [3.36307, -1.11323, 4.67765], [0.05904, 4.53233, 0.21156], [1.55380, -2.29778, -1.65018], [0.58235, 7.17415, 0.84780], [0.37660, 1.32759, -4.00712], [2.56221, 1.55309, -4.98906], [1.02353, 3.50432, -2.25813], [-7.31392, -1.79685, 1.28232], [2.59651, -1.29432, 6.68070], [2.80082, -5.22491, 0.53009], [3.07185, -1.14366, 3.31597], [1.06948, -1.62718, 5.20677], [-1.59551, 1.75938, 2.02514], [0.12240, 0.21066, -4.80241], [-6.64036, -0.61333, 1.05102], [4.44044, 1.76549, -0.21901], [-1.64303, -0.75196, -2.24556], [2.36962, -4.28102, -1.63819], [2.31331, 0.44265, -5.77810], [-7.21390, -4.23050, 1.74028], [-2.16307, 0.92800, 1.15631], [-3.31437, 1.47340, -0.60515], [-2.58477, 3.06917, 0.52737], [4.46498, 0.51446, -0.80685], [3.17247, -6.25138, -1.32488], [3.85138, -0.92540, 2.59313], [-1.84875, 3.02265, 1.66560], [3.45993, 2.05187, 0.73028], [1.93555, -2.97442, 0.36220], [-1.52555, -3.86708, -1.77784], [-1.71475, -1.74208, -1.36760], [0.28248, -1.81475, 5.93180], [-0.52985, -2.12612, 3.29378], [-1.33719, -2.59216, -3.43452], [-0.10153, 3.49036, -0.03810], [1.16347, 6.61551, -0.28414], [1.28565, -1.42037, 1.07598], [0.79428, -1.70801, 3.85107], [-2.23969, -4.43887, 0.84562], [-4.61447, -3.77892, 1.58451], [2.36943, -4.36494, -2.72056], [-0.43983, -2.97796, 2.34755], [5.17834, 2.51380, -0.49015], [-1.29876, -1.24592, -5.50100], [1.92201, -3.11144, -1.03074], [3.45647, 3.01499, 1.22001], [-8.39623, -1.83281, 1.31417], [2.49611, 1.10246, 1.05271], [-2.73659, 1.79755, 0.25705], [4.37707, -0.90491, 5.00674], [-6.57413, -2.95032, 1.48117], [1.09742, -0.22805, -5.68535], [2.35835, -4.05121, 1.13729], [-1.84649, -1.67621, 1.22511], [3.52978, -0.45387, -0.44200], [2.77404, 4.07859, -3.44053], [-1.71607, 0.30866, -2.02291], [-1.53402, -2.85299, -2.16027]], "forces_ev_per_angstrom": [[0.013, 0.016, -0.010], [-0.219, 0.109, 0.040], [-0.881, -0.079, 0.104], [0.005, -0.035, 0.057], [0.093, -0.075, -0.080], [0.036, -0.074, 0.010], [-0.054, -0.125, -0.026], [-0.097, -0.079, 0.119], [0.048, 0.132, 0.032], [-0.240, -0.179, -0.010], [-0.145, 0.071, 0.077], [-0.022, -0.064, -0.039], [0.168, 0.039, -0.091], [-0.029, 0.038, -0.011], [0.069, 0.203, 0.167], [0.070, -0.030, -0.742], [0.042, -0.326, -0.267], [0.173, -0.122, -0.223], [-0.005, 0.037, -0.023], [0.025, 0.135, 0.088], [-0.030, 0.091, -0.046], [1.133, -0.328, 0.756], [0.416, -0.302, 0.058], [0.167, 0.057, -0.007], [-0.252, 0.415, -0.198], [-0.236, -0.331, 0.072], [0.376, -0.483, -0.678], [-0.015, -0.120, 0.027], [0.067, -0.063, -0.143], [-0.157, -0.070, 0.120], [-0.116, 0.100, -0.329], [-0.101, 0.051, 0.100], [0.302, 0.608, -0.135], [-0.110, 0.004, 0.050], [0.457, 0.449, -0.123], [0.100, -0.038, 0.178], [-0.003, 0.143, 0.094], [-0.114, -0.086, 0.015], [0.229, -0.083, 0.486], [-0.071, -0.010, 0.060], [0.168, -0.219, 0.030], [0.037, -0.025, 0.011], [0.074, -0.003, -0.091], [-0.156, 0.064, 0.018], [0.140, 0.017, -0.080], [-0.385, -0.275, 0.179], [-0.345, 0.082, -0.008], [-0.027, -0.020, -0.166], [-0.040, 0.091, 0.013], [-0.041, 0.054, 0.039], [-0.042, -0.002, 0.009], [-0.265, 0.073, -0.051], [-0.074, 0.042, 0.146], [-0.144, 0.081, -0.008], [-0.126, 0.124, 0.103], [0.172, 0.067, 0.173], [-0.049, 0.131, 0.060], [0.064, -0.007, -0.039], [-0.049, -0.079, 0.030], [0.007, 0.894, -0.318], [0.182, 0.042, 0.222], [0.317, -0.584, 0.506], [-0.022, -0.159, -0.003], [-0.050, 0.126, 0.072], [-0.045, -0.031, 0.075], [0.205, 0.529, 0.120], [-0.143, -0.153, -0.150], [-0.184, -0.135, -0.085], [-0.033, 0.241, -0.057], [-0.054, -0.442, -0.779], [0.085, 0.021, -0.112], [0.024, 0.036, 0.457], [-0.146, 0.670, 0.589], [-0.043, 0.075, -0.007], [0.031, 0.160, 0.007], [0.928, 0.554, 0.289], [0.111, 0.065, -0.333], [0.276, -0.802, 0.102], [0.134, -0.033, -0.002], [-0.024, 0.027, 0.115], [0.644, -0.758, 1.507], [-0.083, -0.070, 0.065], [-0.017, -0.138, -0.196], [-0.129, -0.167, 0.004], [-0.075, 0.092, 0.017], [0.063, 0.017, 0.000], [0.146, -0.023, -0.037], [-0.265, -0.443, -0.128], [-0.136, -0.011, -0.060], [-0.336, -0.583, 0.119], [0.096, -0.112, -0.061], [0.099, -0.065, -0.069], [-1.895, 0.836, -2.248], [0.041, -0.031, -0.044], [0.135, 0.763, 0.502], [0.002, -0.301, -0.080], [0.153, 0.098, 0.103]]}



No. 2
{"formula": "C11H28BCl2FN3O4P2", "method": "ωB97M-V/def2-TZVPD", "orbital_gap_ev": 8.915, "total_charge": 1, "species": ["H", "H", "H", "C", "C", "C", "C", "C", "O", "H", "H", "H", "N", "Cl", "H", "H", "H", "H", "H", "C", "H", "H", "C", "C", "H", "C", "C", "H", "O", "H", "N", "H", "H", "N", "Cl", "P", "B", "H", "H", "H", "H", "H", "F", "H", "H", "P", "C", "H", "H", "O", "H", "O"], "coordinates": [[-2.39316, -2.20167, -1.31200], [-2.69972, 3.52284, 4.01249], [-0.08587, -2.60817, -1.12398], [-2.13946, 1.54773, 4.66820], [1.30933, -1.05552, -1.39700], [1.72409, 0.23315, -0.66875], [-1.88800, 3.02581, 4.53656], [-0.99963, -0.97228, -0.27665], [4.30786, -0.12155, -0.32778], [-0.87947, -0.09428, -2.87340], [-0.68382, -2.82912, -3.00500], [3.62711, -1.81776, 2.92028], [0.90042, 2.11137, -2.56470], [-0.37916, 3.35596, 3.64608], [2.15436, -1.74684, -1.41116], [-2.55745, 1.47079, -0.38371], [-2.97379, -1.63276, 1.27797], [3.68098, 2.95261, -1.42338], [-3.00249, 1.36371, 5.30428], [-2.08392, -1.14713, -1.35332], [-2.06870, -2.54425, -4.09592], [-1.00442, -1.38857, 2.32042], [-0.71529, 0.48948, 0.14752], [-1.65521, -0.85447, -2.79915], [-1.78661, 3.46622, 5.52637], [3.43479, -1.81124, 1.85153], [-1.22448, -2.08273, -3.59014], [-1.13057, 0.59745, 1.15396], [2.94161, 2.51454, -0.99912], [0.63593, 2.96104, -2.07813], [0.23664, -1.76169, -0.65321], [4.37137, -2.01765, 1.33512], [-2.51395, -0.42682, -3.31797], [0.71723, 0.76255, 0.28920], [-2.49318, 0.81536, 3.07061], [-1.60807, -1.94684, 1.18774], [3.04562, -0.15251, 0.19912], [4.35159, -0.28356, -1.27259], [-1.19202, 2.53635, -0.26411], [0.96095, 2.30810, -3.55387], [-1.35598, 1.51833, -1.70491], [1.04447, -0.90991, -2.44425], [-0.34689, -1.67028, -4.58331], [-2.96846, -0.58567, -1.06864], [2.72666, -2.61597, 1.63224], [2.32365, 1.38006, -2.00975], [-1.49820, 1.55789, -0.63307], [0.84262, 1.76393, 0.33729], [0.65924, -2.09206, 0.21890], [-1.27611, -3.37420, 0.97006], [-1.27959, 1.02857, 5.08166], [2.88718, -0.53828, 1.50139]], "forces_ev_per_angstrom": [[-0.112, 0.013, -0.001], [0.003, -0.006, -0.023], [0.109, -0.098, 0.019], [0.025, 0.035, 0.177], [0.335, 0.106, -0.216], [0.359, 0.360, 0.495], [-0.006, 0.054, 0.008], [-0.723, 0.282, 0.360], [-0.212, -0.804, 0.049], [0.120, -0.055, 0.121], [-0.113, -0.167, 0.094], [-0.024, 0.014, 0.050], [0.155, -0.037, -0.188], [-0.005, 0.004, -0.033], [-0.055, -0.116, -0.114], [-0.054, 0.044, -0.138], [0.030, 0.229, 0.023], [0.284, 0.242, 0.090], [-0.059, 0.014, -0.078], [0.502, -0.735, -0.231], [-0.060, -0.251, 0.158], [0.004, 0.202, -0.024], [0.057, 0.584, -0.335], [-0.526, 0.216, -0.116], [0.045, -0.022, 0.013], [0.409, 0.071, 0.433], [0.191, 0.382, -0.205], [0.302, -0.140, -0.012], [-0.255, 0.007, 0.137], [-0.148, -0.097, 0.105], [0.051, 0.306, 0.382], [0.028, 0.084, -0.063], [0.023, 0.076, -0.020], [-0.050, -0.525, -0.666], [-0.311, 0.068, 0.257], [0.081, -0.421, 0.034], [0.005, 0.524, 0.358], [0.178, 0.392, -0.286], [0.081, 0.043, -0.002], [-0.065, 0.044, -0.089], [-0.014, 0.095, -0.056], [-0.447, 0.023, 0.099], [0.135, 0.038, -0.103], [0.093, 0.177, 0.043], [-0.091, 0.050, -0.021], [0.056, -0.254, -0.267], [-0.170, -0.310, 0.181], [0.084, 0.077, 0.380], [0.022, -0.145, -0.007], [0.090, -0.165, -0.139], [0.036, -0.007, -0.069], [-0.394, -0.500, -0.567]]}



No. 3
{"formula": "C34H29N7O3S2Sn", "method": "ωB97M-V/def2-TZVPD", "orbital_gap_ev": 5.142, "total_charge": -2, "species": ["H", "C", "H", "C", "H", "C", "O", "H", "C", "H", "H", "C", "H", "H", "C", "H", "N", "C", "H", "H", "C", "H", "C", "C", "N", "C", "N", "H", "C", "N", "H", "C", "C", "C", "C", "H", "H", "H", "S", "C", "Sn", "H", "O", "C", "O", "C", "H", "H", "H", "H", "H", "N", "H", "C", "S", "H", "C", "C", "H", "H", "C", "N", "C", "C", "C", "C", "C", "C", "N", "H", "C", "C", "H", "C", "C", "C"], "coordinates": [[2.97606, -1.32410, -1.88458], [-0.83490, 4.72360, 2.31540], [-0.06245, 6.57889, 3.07447], [-1.44811, 1.93985, -3.38691], [-2.47099, 0.55753, 3.80083], [5.68972, -6.44328, 0.24160], [1.06934, 1.67692, 1.69113], [-3.50839, -5.81691, -1.77918], [-0.80080, -0.37874, 2.82124], [5.20017, -6.55011, 1.19953], [4.36996, 1.58407, -4.52006], [-2.02607, 1.32712, -2.22746], [-4.29597, 2.84159, -5.05622], [0.22744, -0.06041, 2.66053], [-2.63092, -3.88476, -1.57577], [2.73154, 3.34212, 2.66820], [-1.24395, -1.02285, 1.60523], [3.20596, 1.61431, -2.85380], [7.68533, -6.65640, 1.00795], [-2.27408, 2.96112, 0.65414], [4.93813, -6.23812, -0.90922], [-1.88199, -2.59591, 2.73522], [-2.24359, -3.08275, 0.68963], [-2.29284, 2.47990, -4.36360], [2.98007, -1.67648, 0.12988], [-3.44883, 1.29448, -2.16357], [7.72488, -6.38227, -1.02361], [5.19528, 1.42503, -3.04046], [-3.66956, 2.43725, -4.26945], [-2.21230, 1.49739, 2.00291], [3.05698, -3.75160, -2.50809], [-1.63286, 0.87182, 3.16846], [-1.73549, 2.57005, 1.52030], [6.99179, -6.18651, -2.11738], [3.06526, -4.37605, -0.44980], [-5.32363, 1.80840, -3.04686], [-3.88193, 0.81273, -1.29465], [5.05732, -5.95404, -3.03572], [3.15413, -6.12853, -0.82938], [7.06812, -6.50409, 0.12851], [0.58857, 0.22097, -0.16228], [-1.84314, 5.11177, 2.19863], [-1.59918, -1.80975, -1.22887], [3.05731, -3.44264, -1.47176], [-1.34642, 0.83071, -1.26317], [-2.80799, -4.28446, 1.14181], [-2.58167, -3.70878, -2.64481], [-1.83423, 2.92828, -5.24081], [-1.00384, 1.56223, 3.74846], [7.54850, -6.07983, -3.04269], [-3.65656, -6.20032, 0.67721], [2.14554, 1.67601, -3.58527], [0.25884, 2.67302, -4.47233], [-3.16137, -5.05175, -1.09114], [3.34319, 1.41988, -1.14984], [2.23223, 5.67039, 3.34851], [0.16124, 5.55301, 2.80581], [-0.59450, 3.39409, 1.98765], [2.97989, -4.66081, 1.67869], [-0.83577, -1.06685, 3.68419], [5.60880, -6.11126, -2.11939], [4.41047, 1.81288, -3.53693], [-1.77405, -2.17427, 1.71692], [0.73643, 2.86579, 2.06326], [-4.24273, 1.83404, -3.14736], [-2.12430, -2.84394, -0.72528], [-0.02287, 2.04145, -3.62078], [2.97188, -2.58100, 1.09898], [0.92974, 1.47310, -2.98046], [2.92322, -2.18905, 2.10984], [1.72628, 3.73852, 2.59012], [1.44424, 5.03619, 2.95369], [-2.89670, -4.43384, 2.21502], [-3.25320, -5.27201, 0.29049], [3.00750, -2.09998, -1.12407], [3.01672, -3.94760, 0.86639]], "forces_ev_per_angstrom": [[0.035, 0.044, 0.043], [0.006, -0.018, 0.034], [0.020, -0.008, -0.018], [-0.288, -0.094, 0.353], [0.003, 0.030, -0.045], [-0.091, -0.001, -0.129], [-0.363, -0.812, -0.747], [-0.020, 0.011, -0.040], [-0.174, -0.026, 0.126], [0.021, 0.015, 0.025], [-0.100, -0.020, 0.038], [0.207, 0.140, -0.107], [0.043, 0.053, 0.000], [0.040, -0.013, 0.218], [-0.350, -0.530, -0.228], [0.005, -0.002, -0.024], [0.381, 0.033, -0.107], [-0.257, 0.158, 0.187], [-0.042, -0.008, 0.019], [-0.012, 0.020, -0.030], [-0.048, -0.013, 0.001], [-0.072, 0.073, -0.001], [-0.075, -0.123, 0.327], [0.040, -0.046, -0.049], [-0.043, -0.034, 0.270], [-0.078, -0.053, 0.149], [-0.043, 0.012, 0.005], [0.026, -0.024, -0.015], [-0.079, 0.045, -0.151], [-0.012, 0.200, -0.223], [0.014, 0.028, 0.001], [0.159, 0.061, 0.137], [-0.247, -0.207, -0.037], [0.158, -0.014, -0.036], [0.056, -0.222, -0.080], [0.011, -0.087, 0.010], [0.062, 0.016, 0.019], [0.014, 0.028, -0.016], [0.097, 0.121, 0.016], [0.129, -0.008, 0.012], [-1.246, 0.827, -0.980], [-0.003, -0.032, -0.012], [-0.002, -0.848, 0.503], [-0.087, -0.021, 0.072], [0.937, 0.316, 0.776], [0.024, -0.016, -0.034], [0.092, 0.062, 0.035], [0.033, 0.036, 0.019], [0.003, -0.072, 0.034], [-0.049, -0.007, -0.020], [-0.043, 0.021, 0.032], [0.428, 0.078, -0.650], [0.015, -0.158, -0.075], [0.154, 0.286, -0.137], [-0.203, -0.195, 0.372], [0.030, -0.038, -0.030], [-0.137, 0.135, 0.056], [0.542, -0.279, 0.056], [0.034, 0.025, 0.022], [0.040, 0.035, -0.029], [-0.112, -0.043, 0.146], [0.150, 0.045, -0.087], [-0.035, -0.225, -0.080], [-0.243, 0.796, 0.183], [0.101, 0.034, 0.059], [0.655, 1.088, -0.602], [0.181, 0.046, -0.096], [0.061, -0.067, 0.087], [-0.333, -0.130, 0.463], [-0.018, -0.052, 0.020], [-0.001, -0.169, -0.067], [-0.004, 0.066, 0.040], [0.057, -0.012, 0.040], [-0.113, -0.240, 0.309], [0.061, 0.010, -0.354], [-0.104, -0.026, 0.020]]}



Number 1 is which compound? C46H35N11O3PSr